{
  "formula": "C40H110N6O12",
  "method": "wB97M-V/def2-TZVPD",
  "elements": ["C", "O", "C", "C", "C", "N", "H", "H", "H", "H", "H", "H", "H", "H", "H", "H", "H", "C", "O", "C", "C", "C", "N", "H", "H", "H", "H", "H", "H", "H", "H", "H", "H", "H", "C", "O", "C", "C", "C", "N", "H", "H", "H", "H", "H", "H", "H", "H", "H", "H", "H", "C", "O", "C", "C", "C", "N", "H", "H", "H", "H", "H", "H", "H", "H", "H", "H", "H", "C", "O", "C", "C", "C", "N", "H", "H", "H", "H", "H", "H", "H", "H", "H", "H", "H", "C", "O", "C", "C", "C", "N", "H", "H", "H", "H", "H", "H", "H", "H", "H", "H", "H", "C", "C", "C", "O", "H", "H", "H", "H", "H", "H", "H", "H", "C", "C", "C", "O", "H", "H", "H", "H", "H", "H", "H", "H", "C", "C", "C", "O", "H", "H", "H", "H", "H", "H", "H", "H", "C", "C", "C", "O", "H", "H", "H", "H", "H", "H", "H", "H", "C", "C", "O", "H", "H", "H", "H", "H", "H", "C", "C", "O", "H", "H", "H", "H", "H", "H"],
  "positions_angstrom": [[-3.45619, -4.31301, 6.57275], [-3.01880, -3.07199, 7.00616], [-2.66502, -2.23745, 5.95736], [-1.41519, -2.65868, 5.16704], [-0.21474, -2.98710, 6.06239], [-1.13536, -1.64193, 4.22056], [-3.75233, -4.88128, 7.46753], [-2.72651, -4.92082, 5.99160], [-4.35688, -4.24644, 5.92605], [-3.47086, -2.11712, 5.23297], [-2.41261, -1.28126, 6.41538], [-1.62418, -3.52918, 4.50564], [-0.00800, -2.06884, 6.67081], [0.68033, -3.19773, 5.48864], [-0.39715, -3.77133, 6.79633], [-1.08582, -0.71006, 4.61091], [-0.16033, -1.79338, 3.92104], [3.83510, -2.90700, -2.51396], [4.67443, -1.98500, -3.23939], [5.13161, -0.87631, -2.39576], [5.90186, 0.09008, -3.35824], [6.85848, -0.65298, -4.25745], [6.50577, 1.06715, -2.51884], [3.33180, -3.48407, -3.28626], [3.26880, -2.29015, -1.85923], [4.45776, -3.57537, -1.90149], [4.24313, -0.46546, -1.88260], [5.73249, -1.19446, -1.51662], [5.15677, 0.58097, -4.01830], [7.51907, -1.27588, -3.64068], [7.42378, 0.06619, -4.84725], [6.29383, -1.29307, -4.91246], [7.20049, 0.66994, -1.92827], [6.86291, 1.85715, -3.05718], [-5.02693, 5.47845, -2.47799], [-3.71369, 5.04014, -2.31192], [-3.69025, 3.66429, -1.95140], [-2.27821, 3.13340, -2.11976], [-1.72704, 3.18047, -3.50234], [-2.22563, 1.73291, -1.71771], [-5.57038, 4.87305, -3.22096], [-4.95815, 6.52361, -2.81304], [-5.56238, 5.47326, -1.50539], [-4.07550, 3.43760, -0.92284], [-4.35850, 3.13108, -2.64683], [-1.71946, 3.84049, -1.49325], [-1.03832, 2.39285, -3.69185], [-1.20726, 4.12212, -3.74373], [-2.43212, 3.04232, -4.28724], [-2.55295, 1.55710, -0.77825], [-1.30492, 1.27479, -1.78689], [-0.81118, 2.47509, 5.92075], [-0.36507, 1.36544, 5.16051], [0.23935, 1.70816, 3.95543], [1.67572, 2.12127, 4.10572], [2.36495, 2.34618, 2.76423], [2.42052, 1.03361, 4.79137], [-1.28608, 2.12677, 6.81494], [-1.46611, 3.08165, 5.31477], [0.03629, 3.08620, 6.26771], [0.24752, 0.75910, 3.40394], [-0.37349, 2.46877, 3.43237], [1.63335, 3.07128, 4.75822], [2.00498, 3.20489, 2.17935], [2.26625, 1.52594, 2.07437], [3.39524, 2.62648, 2.95181], [3.26868, 1.33382, 5.22156], [1.80979, 0.66412, 5.50314], [1.50240, 3.24001, -1.49379], [2.68335, 2.93203, -2.16638], [3.74643, 3.72458, -1.69862], [4.17474, 3.54432, -0.27526], [5.25000, 4.57408, 0.16875], [4.63824, 2.19079, 0.03812], [1.39599, 4.34407, -1.48065], [1.52449, 2.90794, -0.44190], [0.70044, 2.72472, -2.01700], [4.58719, 3.47456, -2.28958], [3.51659, 4.76976, -1.93092], [3.37341, 3.74121, 0.43168], [5.39223, 4.51797, 1.24619], [4.92676, 5.60336, -0.13832], [6.26411, 4.36467, -0.26785], [5.19251, 1.79819, -0.72618], [3.84499, 1.53340, 0.11536], [-1.02754, -0.36347, -6.74598], [0.02631, -1.31044, -6.51921], [0.53255, -1.19748, -5.18197], [1.53577, -0.03521, -5.03581], [2.60398, -0.16049, -6.07210], [2.00407, -0.01713, -3.62837], [-1.19641, -0.33213, -7.83565], [-0.80847, 0.65675, -6.38191], [-1.93270, -0.65682, -6.19125], [-0.27984, -0.95170, -4.47380], [0.97806, -2.14448, -4.85891], [0.99906, 0.88140, -5.17194], [3.23452, 0.72619, -6.09878], [2.08863, -0.22220, -7.02789], [3.24839, -1.04871, -5.89181], [2.86512, -0.57861, -3.53315], [2.27133, 0.92969, -3.40477], [-2.20520, 3.05750, 1.47330], [-2.95883, 1.80597, 2.09224], [-4.37223, 2.14869, 2.64761], [-3.07068, 0.92353, 0.99535], [-1.23533, 2.71451, 1.03284], [-1.98579, 3.77434, 2.31550], [-2.74509, 3.65032, 0.73267], [-2.41806, 1.33015, 2.90497], [-4.85386, 1.35193, 3.21650], [-5.00995, 2.48599, 1.79136], [-4.26465, 3.00476, 3.32543], [-2.84999, 0.01355, 1.37973], [-4.29432, -1.67744, -2.18513], [-4.99048, -0.42424, -2.71096], [-5.71182, 0.40351, -1.64642], [-4.13211, 0.30817, -3.58574], [-5.01981, -2.35700, -1.73386], [-3.52253, -1.50875, -1.41522], [-3.79152, -2.12406, -3.02507], [-5.72614, -0.75237, -3.41486], [-5.01821, 0.73210, -0.87477], [-6.53773, -0.14166, -1.16451], [-6.17796, 1.30725, -2.03577], [-3.45507, 0.67005, -2.99255], [-1.85253, -6.01537, -1.58974], [-2.22033, -4.57231, -1.91644], [-1.08638, -3.52760, -2.12345], [-3.05209, -4.63725, -3.05791], [-1.17482, -6.00677, -0.71460], [-1.21022, -6.38682, -2.38161], [-2.74867, -6.62861, -1.37261], [-2.77680, -4.21319, -1.04349], [-1.48517, -2.50237, -2.17719], [-0.47934, -3.76124, -2.99910], [-0.38822, -3.50130, -1.24512], [-3.20160, -3.74822, -3.37896], [3.65190, -1.97514, 1.96438], [2.79135, -2.38308, 3.19719], [3.59622, -2.42865, 4.45980], [1.71361, -1.47066, 3.38246], [4.41851, -2.70825, 1.75750], [4.10804, -0.98172, 2.06538], [2.97802, -1.86248, 1.11177], [2.35876, -3.38642, 2.98490], [4.15679, -1.48413, 4.64956], [4.36072, -3.23398, 4.47616], [2.92399, -2.62807, 5.26750], [2.11561, -0.69545, 3.84394], [0.30545, -1.01284, 0.53997], [0.61308, 0.23049, -0.28258], [0.18367, 0.04522, -1.63461], [-0.73734, -1.34052, 0.42316], [0.54244, -0.84023, 1.60785], [0.99219, -1.79611, 0.22261], [1.69836, 0.51233, -0.33367], [0.12832, 1.08164, 0.15081], [0.93594, -0.20828, -2.18489], [-4.54098, -2.81596, 1.54952], [-3.05903, -2.59287, 1.59772], [-2.75872, -1.34389, 2.23432], [-4.94205, -2.69374, 2.52741], [-4.86862, -3.77722, 1.14351], [-4.92608, -1.98904, 0.98086], [-2.73221, -2.48966, 0.58472], [-2.50630, -3.39060, 2.04868], [-2.13224, -1.49813, 2.99330]],
  "forces_ev_per_a": [[-0.91, -1.48, -0.20], [0.20, -0.09, 0.30], [0.96, 0.25, -0.50], [-0.33, -1.81, 0.52], [-0.36, 1.25, 0.92], [1.65, 1.06, -0.97], [0.19, 0.12, -0.32], [-0.04, 0.51, 0.45], [0.27, 0.20, 0.21], [-0.34, 0.15, -0.01], [-0.19, 0.25, -0.03], [-0.14, 0.03, 0.75], [0.01, -0.56, -0.40], [0.06, -0.17, -0.20], [-0.11, -0.18, -0.22], [-0.21, 0.29, 0.57], [-0.46, 0.16, -0.38], [1.99, 0.26, -0.78], [0.34, 0.58, 1.17], [-0.40, -0.89, -1.12], [-1.56, -0.82, 0.39], [0.10, -0.22, 0.40], [-0.42, 1.69, -0.04], [-0.48, 0.08, 0.37], [-1.40, 0.00, 0.54], [-0.12, 0.02, -0.09], [0.13, 0.54, -0.54], [0.35, -0.27, -0.72], [0.19, -0.10, 0.50], [0.12, 0.12, -0.27], [0.18, -0.05, -0.01], [-0.04, -0.35, -0.36], [0.79, -0.15, 0.31], [0.15, -0.39, 0.39], [-0.31, 0.82, 0.30], [0.38, -0.73, 0.49], [-0.52, -0.62, -0.74], [0.02, -0.22, 0.86], [0.62, 1.59, -1.05], [-0.04, -0.41, 0.16], [0.05, 0.14, 0.19], [-0.20, -0.33, -0.01], [0.00, -0.12, -0.44], [0.27, 0.52, -0.53], [0.06, -0.12, 0.12], [0.60, -0.27, 0.25], [0.90, -0.76, 0.25], [-0.20, -0.20, 0.22], [-1.15, -0.06, -0.46], [-0.19, 0.05, 0.28], [-0.45, 0.56, -0.25], [1.10, 0.16, -0.10], [-0.53, -0.26, 1.21], [-0.12, -0.62, -0.99], [0.62, 1.18, 0.85], [-0.28, 1.60, 0.02], [-1.28, -0.16, -0.63], [-0.53, -0.39, 0.27], [-0.43, 0.33, -0.09], [-0.12, 0.02, -0.22], [-0.20, 0.24, -0.42], [0.47, -0.28, 0.00], [0.53, -1.04, -1.05], [-0.45, 0.03, 0.46], [0.21, -0.78, 0.09], [0.41, -0.48, -0.13], [0.52, 0.35, 0.18], [-0.03, -0.08, 0.50], [-0.36, 0.48, 0.47], [0.56, -0.61, 0.08], [-0.17, 0.69, -0.40], [0.60, 0.02, 1.55], [0.36, 0.18, -1.18], [-0.49, -0.91, -0.11], [-0.46, -0.39, -0.10], [-0.08, 0.00, -0.25], [-0.19, 0.22, 0.11], [0.98, -0.38, -0.88], [-0.09, 0.23, 0.24], [-0.48, 0.01, -0.15], [-0.19, 0.07, 0.02], [0.40, -0.78, 0.39], [-0.95, 0.16, 0.10], [0.10, 0.32, 0.02], [0.40, 0.63, 0.01], [-0.02, -0.13, 0.01], [-0.10, 0.51, 0.78], [-0.57, 0.80, 0.18], [-0.12, -1.26, 0.79], [0.67, -0.01, -0.19], [0.84, -0.52, -0.40], [-0.07, -0.04, 0.56], [0.31, -0.32, -0.26], [0.09, -0.13, -0.34], [0.01, -0.39, -0.21], [0.04, 0.04, -0.34], [-0.38, 0.63, -0.18], [0.19, 0.08, 0.05], [0.29, -0.27, -0.22], [-0.44, 0.42, -0.21], [-0.53, 0.26, -0.29], [0.20, 0.34, 0.23], [0.61, -0.16, 2.18], [-0.95, 1.33, -1.43], [0.52, 1.06, -0.78], [0.31, -1.46, 0.65], [-0.78, 0.28, 0.33], [0.02, -0.49, -0.76], [-0.27, -0.50, 0.03], [0.59, 0.09, 0.10], [0.16, -0.19, -0.33], [0.36, -0.42, 0.72], [-0.13, -0.04, 0.00], [-0.53, 0.74, -0.61], [-0.05, 0.44, 0.77], [-0.23, -0.05, -0.45], [0.12, 0.16, 0.30], [0.01, 0.11, 0.87], [0.01, -0.16, -0.20], [-0.23, 0.40, -0.21], [0.01, -0.25, -0.33], [-0.82, -0.53, -0.29], [0.11, -0.07, 0.22], [0.40, -0.19, -0.13], [0.12, 0.02, -0.43], [0.56, 0.51, -0.01], [1.05, 0.69, 0.57], [0.13, 0.52, 0.42], [0.43, -0.64, 1.06], [-0.08, -0.28, -0.17], [-0.53, -0.07, -0.06], [-0.35, -0.51, -0.38], [0.61, 0.31, -0.38], [-0.37, 0.16, -0.03], [0.02, -0.39, -0.25], [-0.12, 0.07, -0.14], [-0.59, -0.18, -0.59], [-0.08, 0.14, -0.07], [-1.02, 0.43, 0.30], [0.59, -0.06, -1.19], [1.53, -0.25, 0.28], [0.49, 0.23, 0.30], [0.20, -0.21, -0.10], [0.06, -0.20, 0.41], [0.12, -0.32, -0.10], [0.07, 0.62, 0.17], [-0.56, -0.45, -0.18], [-0.44, 0.35, -0.23], [-0.32, 0.01, 0.76], [-0.35, -0.04, -0.27], [0.67, 0.37, 0.51], [0.66, -0.71, -0.83], [-0.72, 0.33, 1.10], [0.36, 0.24, -0.03], [-0.34, -0.08, -0.54], [-0.20, -0.36, -0.11], [-0.52, -0.48, 0.45], [-0.62, 0.64, 0.07], [0.30, 0.01, -0.70], [0.03, 0.03, 0.01], [-0.03, 0.93, -0.17], [-0.64, -0.60, -0.30], [-0.44, -0.12, 0.98], [0.24, 0.17, -0.12], [-0.54, 0.20, -0.51], [0.54, -0.21, -0.85], [0.37, -0.59, 0.47], [0.22, 0.03, 0.16]],
  "smiles": "COC[C@H](C)N.COC[C@H](C)N.COC[C@H](C)N.COC[C@H](C)N.COC[C@H](C)N.COC[C@H](C)N.CC(C)O.CC(C)O.CC(C)O.CC(C)O.CCO.CCO",
  "multiplicity": 1,
  "lumo_energy_ev": 0.4,
  "charge": 0,
  "orbital_gap_ha": 0.327
}